(1)
ORCA calculation (ωB97M-V/def2-TZVPD) on C8H10N4O2 in the gas phase in a non-equilibrium geometry.

ORCA input file:
```
! RIJCOSX wB97M-V def2-TZVPD def2/J DEFGRID3
* xyz 0 3
C -2.322 0.371 2.807
C -1.023 0.268 3.386
C -2.457 0.628 1.465
C 0.104 0.315 2.611
C -1.402 0.533 0.545
C -0.048 0.389 1.161
C 1.580 0.005 -1.769
C 2.349 -1.262 -1.637
N 1.103 0.707 -0.806
N -1.398 0.686 -0.748
N 1.129 0.372 0.503
N 1.392 0.529 -3.008
O -2.626 0.942 -1.315
O 2.189 0.070 1.053
H -3.187 0.460 3.460
H -0.850 0.244 4.497
H -3.432 0.926 1.252
H 1.017 0.130 3.173
H 1.674 -2.024 -2.133
H 2.379 -1.524 -0.527
H 3.316 -1.260 -1.957
H 0.630 1.080 -3.006
H -3.438 0.696 -0.687
H 1.405 -0.247 -3.823
*
```

Values from the calculation:
gap between HOMO and LUMO (spin up / spin down)	7.16 / 7.48	eV
E_LUMO (spin up / spin down)	0.8 / -1.6	eV

Results of the Mulliken charge analysis, in e, for atoms 1 through 5: -0.81 -0.18 -0.60 -0.83 0.93



(2)
ORCA calculation (ωB97M-V/def2-TZVPD) on C8H10N4S in the gas phase in a non-equilibrium geometry.

ORCA input file:
```
! RIJCOSX wB97M-V def2-TZVPD def2/J DEFGRID3
* xyz 0 1
C -1.040 -1.334 3.539
C -1.730 -1.888 2.223
C -1.030 -1.585 0.832
S -0.619 0.176 0.747
C 0.296 0.250 -0.803
N 0.715 -0.830 -1.447
C 1.431 -0.658 -2.517
N 1.834 0.447 -3.028
C 1.232 1.560 -2.506
N 1.592 2.784 -2.808
N 1.129 3.713 -1.913
C 0.528 2.999 -1.016
C 0.585 1.575 -1.268
H -1.540 -1.953 4.301
H -1.244 -0.241 3.674
H 0.141 -1.444 3.460
H -1.938 -2.943 2.257
H -2.634 -1.242 2.187
H -0.096 -2.224 0.738
H -1.658 -1.827 -0.131
H 1.811 -1.625 -2.851
H 2.059 2.904 -3.651
H 0.174 3.388 -0.019
*
```

Values from the calculation:
gap between HOMO and LUMO	9.05	eV
structure (SMILES)	CCCSc1ncnc2[nH]ncc12
E_LUMO	0.2	eV

Results of the Mulliken charge analysis, in e, for atoms 1 through 5: -0.85 -0.67 -0.41 -0.23 0.50



Record order is preserved below.
Total energy: -680.0967 -928.0081 hartree